9
Properties=species:S:1:pos:R:3 method="wB97M-V/def2-TZVPD" energy_ha=-947.06508 gap_ev=9.70 lumo_energy_ev=-0.5731 relative_energy_ev=5.528
N -0.64 0.44 -0.82
O 0.87 1.56 0.89
O 1.85 0.10 -0.88
P 0.39 -1.23 1.36
S 0.77 0.44 0.02
H -1.00 1.33 -1.15
H -0.47 -0.09 -1.71
H -0.32 -1.92 0.38
H -1.45 -0.61 1.91